No. 1
# C28H41BrCdN2P2S

A molecular structure, C28H41BrCdN2P2S at a distorted geometry (ωB97M-V/def2-TZVPD, OMol25).

CARTESIAN COORDINATES (ANGSTROEM)
H 4.9941 -1.8650 -1.9422
H 2.0988 -1.5264 -0.9450
C 1.8251 -0.5860 -1.4188
H -1.3390 -0.2705 -5.5834
C 2.6363 0.5398 -1.2198
C -3.7388 2.1444 -5.3547
H -0.1631 -4.8738 3.1764
H -0.6654 -5.6822 1.6898
H 0.6948 3.5070 -0.3976
H 1.3640 -2.9301 3.7116
H -4.1781 2.8907 -4.7004
C 0.3642 0.7825 -2.7703
C 2.4974 1.6705 -2.0436
H -1.0777 -1.6187 5.0516
H -1.0104 5.3552 0.0297
H -3.5269 -1.3829 0.8742
H 3.2533 -4.0875 1.2202
C 1.5985 2.8457 2.0521
C -1.0398 1.9337 2.5175
C -4.1879 2.0285 -6.6787
H -2.3257 4.2036 -0.0650
H 1.9251 2.3234 1.1401
H -0.4357 -3.6382 0.3561
C 0.6820 -0.4703 -2.1965
H -2.1710 -1.9980 3.0954
P 0.0127 -1.9398 1.9842
H -0.0267 -1.2948 -2.3063
C -2.6769 0.3534 -7.1526
P -0.1566 3.3984 1.8405
H -0.3898 1.0638 2.3432
H 1.1770 2.7100 -3.3915
N 3.8966 -2.7415 -0.3298
H 2.1461 4.5424 3.2778
C -0.2965 3.3215 0.0316
Cd -2.0960 2.2681 -1.5936
C 2.5120 4.0188 2.3873
H 2.5867 4.7475 1.5737
C -2.0827 1.4463 -3.6186
H -1.7266 -4.4774 2.4187
C 1.3545 1.7978 -2.8203
C 0.0221 -3.6767 1.3552
C -0.6748 -4.7205 2.2188
C -0.9941 1.1486 -2.9892
C 0.5741 -2.1659 3.7352
C -1.3069 2.1571 4.0056
C -0.4478 -2.4847 4.8191
H -1.8658 -0.4896 2.2364
N -3.6627 1.1563 -7.5353
H -3.0605 -3.0660 1.1415
H -1.9776 1.8011 1.9567
H -4.9965 2.6603 -7.0487
H 0.0787 -2.7526 5.7440
C 3.8721 -3.9519 0.3336
C -2.1608 0.3847 -5.8544
S 5.5472 -4.2667 -1.5927
C -1.7962 -1.5871 2.1473
H -1.2795 4.5578 -1.5070
H -1.0980 -3.3295 4.5651
H -1.9630 1.3771 4.4061
H -2.1189 -2.0462 0.0209
H 1.0793 -3.9467 1.2063
C -2.6638 -2.0538 0.9753
C -2.6901 1.3100 -4.9307
H 3.5215 3.6584 2.6037
C 4.7567 -2.7308 -1.3243
C 4.6700 -4.9343 -0.2423
H -0.5348 2.2430 -0.1516
Br 3.9164 0.5437 0.1006
H 4.7454 -5.9666 0.0799
H 3.2714 2.4374 -2.0286
H -0.3795 2.1479 4.5929
H -2.2774 -0.3445 -7.8888
H 1.6124 2.1152 2.8737
C -1.2992 4.3943 -0.4176
H 1.0696 -1.2121 3.9730
H -1.7971 3.1235 4.1775

Summary:
**HOMO energy**: -12.6 eV
**Total charge**: +2

No. 2
# C28H41BrN2P2PdS

A molecular structure, C28H41BrN2P2PdS at a distorted geometry (ωB97M-V/def2-TZVPD, OMol25).

CARTESIAN COORDINATES (ANGSTROEM)
H -5.0636 -4.2690 -0.6067
C -0.8409 -2.5813 -2.2673
H 0.5836 1.3292 -1.3076
H -3.3204 -3.1013 0.5617
C 4.3703 5.3204 -1.2966
C 0.3136 4.2031 0.9197
H -2.1285 -3.7563 -3.6207
Pd -1.3090 -0.5223 0.8272
H -2.7758 0.1500 -2.0341
H 0.0785 -2.7471 -1.6781
H 5.2958 5.8431 -1.0209
C -3.5402 -1.3022 -3.4871
C 0.1125 -0.5903 5.0618
C 3.4309 4.9339 -0.3263
H 3.5793 5.2188 0.7131
P -2.1113 -1.9171 -1.0862
H 1.2611 0.5438 2.5472
C -1.2085 -3.8596 -3.0285
H -2.1212 3.9337 -0.3979
H -2.5208 -4.2327 -0.5469
C -0.9034 3.6231 1.4153
H 3.3473 -0.0002 -1.6371
H -2.6309 -1.4532 -4.0804
N 0.0783 -1.4483 4.0652
C 3.0757 4.4474 -3.0176
H 2.5664 1.1080 -2.7683
Br -3.1852 -1.3133 2.1554
C 2.9131 -2.3042 -0.1124
P 0.9119 -0.2870 0.3610
H 3.0040 1.6763 -1.1647
C -1.9296 3.2972 0.4739
C 2.0730 4.0422 -2.1253
C -0.3614 -2.6862 4.4891
H -1.3129 -4.7234 -2.3591
H 2.9668 4.2640 -4.0971
C -0.5704 -2.7932 5.8620
H 3.7435 -1.6620 0.2113
C -1.8170 1.2857 1.5813
H 1.4212 1.8029 1.2937
C 1.5910 -1.9630 0.5779
C 1.2071 0.4255 -1.2755
S -0.3024 -1.2547 6.6197
H -4.1598 -2.2098 -3.5255
H 1.1252 3.6616 -2.5079
C -4.4835 -3.5564 -1.2033
H 2.8594 -2.2415 -1.2087
H -0.5226 3.6504 3.5718
H 3.1472 -3.3426 0.1622
H 0.8041 -2.6707 0.2620
H -0.8587 -3.6915 6.3905
C 2.6170 0.8102 -1.7134
H -4.1176 -0.5095 -3.9756
H -4.3912 -4.0011 -2.2019
C -2.4949 2.0260 0.6126
C 3.2485 0.7042 1.7112
H 3.5663 1.5120 2.3806
H -1.2008 1.1095 3.6769
H 0.7786 -0.2845 -1.9963
H -4.1603 -0.7726 -1.4641
C 1.2286 3.7823 0.1548
H -0.3983 -4.0922 -3.7345
H 3.5928 -0.2497 2.1328
H -0.5274 -3.4930 3.7767
H -5.0869 -2.6450 -1.2747
H 0.3609 0.4520 4.9520
N 4.1709 5.0779 -2.5981
H -0.6090 -1.7805 -2.9893
H 1.6751 -2.0737 1.6721
H -3.2895 1.5841 -0.0023
C -0.9199 3.0922 2.7341
C 2.2728 4.2392 -0.7472
C -1.3042 1.7470 2.7929
C -3.1403 -3.3243 -0.5128
H 3.7538 0.8759 0.7568
C 1.7280 0.7849 1.5790
C -3.2358 -0.8513 -2.0573

Summary:
**HOMO energy**: -6.6 eV
**Energy above the lowest of the compared OMol25 structures with the same formula, charge and spin**: 0.539 eV

No. 3
# C28H41ClN6NaO4P

A molecular structure, C28H41ClN6NaO4P at a distorted geometry (ωB97M-V/def2-TZVPD, OMol25).

CARTESIAN COORDINATES (ANGSTROEM)
H -0.9961 3.3404 2.3783
H 2.6898 3.9809 -2.9449
C -3.3889 -1.8186 -1.9425
O -1.1920 2.4031 -1.1050
C 2.9146 2.1395 0.9484
H -3.7081 1.1428 0.7101
C 1.9703 0.1656 4.3927
C 1.1459 2.5350 -3.3404
H 2.1130 -0.7706 -6.3440
N -0.3089 -2.2657 2.6142
C 1.7907 1.5350 0.4218
H -1.4244 -4.9892 -1.8754
Na -0.9340 -0.6375 0.7458
N -0.0076 0.3072 3.0885
P -1.8264 -2.6353 -1.6201
H -1.5326 2.4612 -3.5291
H 1.2475 -1.3502 -4.9132
H -1.4892 -1.4325 4.1106
C -2.2973 -4.3421 -1.9836
Cl 4.9283 3.1626 -4.5139
C -1.2915 1.3155 -1.7289
H -3.6270 -2.5252 3.3573
H 0.3937 -0.4031 -6.1152
C 1.7344 0.7543 -4.8799
C -0.0664 1.6210 3.2954
C -3.5453 0.0228 2.5422
H 2.7652 -0.4387 4.8134
H -2.0137 2.4476 3.4829
H 0.9186 2.1325 0.1535
C 1.9248 1.5367 4.5983
N 1.6781 0.2186 0.2059
H -0.2115 -3.1175 2.0757
H 2.9303 3.2124 1.1062
N -1.8772 1.5804 1.5831
C -1.4611 1.4141 -3.2401
C -1.2791 2.3262 2.6779
H 0.8316 3.3552 4.1958
O -1.3108 -2.5516 -0.1995
H 1.7703 -2.1699 2.6837
H -3.5927 -1.8384 -3.0172
H -4.6147 -0.0973 2.7452
H 3.7254 0.8531 -5.6630
O -0.4038 0.7527 -3.9442
H 2.6686 -1.5878 0.3097
H -3.0611 -4.6701 -1.2756
C 3.3280 2.4768 -4.3234
C -3.3019 1.2915 1.7178
H -1.4700 -3.1888 4.1598
H 5.2707 2.8980 1.7493
O -1.2847 0.1503 -1.2445
H -3.4598 -1.3489 1.0162
H 4.7513 -0.6817 1.2660
H -4.1595 -2.4055 -1.4395
C 2.9927 1.3197 -5.0126
H -2.7514 -3.1973 1.9777
C 0.8142 1.3828 -4.0394
N -2.9556 -1.1370 1.8688
C 0.8903 2.2815 4.0499
H -2.3659 0.8930 -3.5488
H -3.3966 -0.7896 -1.5902
N 5.1379 1.9090 1.8711
C 2.4165 3.0858 -3.4898
H -1.0950 -2.0999 -3.8547
H -0.0003 -3.1980 -2.9773
C 2.7516 -0.5208 0.5068
H 1.0598 -2.4677 4.2617
C 0.9185 -1.9184 3.3222
H 0.4454 2.9841 -2.6482
H 5.9884 1.3760 1.8246
H 2.6977 2.0235 5.1803
H -3.8654 2.1225 2.1608
C 1.3536 -0.5099 -5.6061
C -0.6156 -2.3009 -2.8917
C -2.7875 -2.3540 2.6720
H -3.0499 0.1388 3.5138
C 3.9235 -0.0182 1.0386
C -1.4932 -2.3270 3.4819
H -0.0098 -1.4401 -2.6174
H -2.6881 -4.4394 -3.0013
C 4.0147 1.3530 1.2817
C 0.9714 -0.4145 3.6249
H -1.6554 1.9962 0.6779

Summary:
**HOMO energy**: -7.8 eV
**Energy above the lowest of the compared OMol25 structures with the same formula, charge and spin**: 0.659 eV

No. 4
# C28H41IIrN3O2P2Si

A molecular structure, C28H41IIrN3O2P2Si (ωB97M-V/def2-TZVPD, OMol25).

CARTESIAN COORDINATES (ANGSTROEM)
C 2.2523 -1.3744 0.2011
H 3.0913 -1.0193 0.8024
C 3.5578 0.4867 -2.0595
C -0.0472 -5.2894 1.3755
H -3.4768 -1.1048 1.1880
H -1.1254 3.1870 3.6738
C 1.8108 0.0810 -3.6168
H -4.0485 3.7644 -1.9598
C -2.4313 3.4806 -3.3505
H 2.3778 0.0506 -5.6800
C -1.7636 2.7480 1.7050
H -0.6523 -4.5629 -1.8700
C -3.0585 -1.9129 -1.5882
N -2.9402 2.9122 1.0927
C -3.3913 2.0463 0.0155
C -0.1764 -5.4649 0.0052
C -0.5741 -1.9759 -2.8355
H -4.4573 2.2103 -0.1269
N 3.6979 0.0554 3.9390
H 1.6226 -1.9700 0.8562
H 4.7698 0.4937 -5.2197
H 0.5710 -1.4867 3.5158
H -3.1957 -2.2970 2.4617
C 2.4994 2.1592 4.0217
H -0.4681 4.2446 2.4303
H 3.4487 2.6213 4.2749
C -0.5715 -4.4063 -0.8026
H -3.2742 1.0020 0.3282
H 0.7889 -0.1251 -3.8971
C -0.3228 -4.0556 1.9509
C -1.3709 3.7289 2.7601
N -1.5217 1.6046 -1.5089
H 0.0732 1.3086 -2.7722
H -0.6728 2.9262 -4.4712
C -2.6542 2.3006 -1.2780
H 5.5173 0.7646 -2.8678
H -0.6457 -0.2546 3.8500
H -0.8752 -1.1610 -3.4929
H -3.5004 3.7122 1.3392
H 2.6519 -2.0175 -0.5847
C -3.1296 3.2363 -2.1773
H 2.8573 1.6220 0.7627
C -0.4871 -1.2593 3.4603
I 1.2960 2.1535 5.7874
Si 1.3998 0.1293 -0.5377
P -1.2901 -1.7008 -1.2025
C 2.6166 0.7404 3.5203
C -1.2661 2.7724 -3.5810
O 1.7565 0.2585 2.7963
H 4.3807 0.4599 4.5557
H 1.1987 2.1752 0.9219
H -0.9743 -2.9002 -3.2517
C 4.4762 0.5749 -3.0932
H 2.1136 2.5067 -0.5711
Ir -0.9489 0.1788 -0.0016
P -1.0773 -1.3365 1.7580
H 0.5114 -2.0343 -2.7965
H 3.8133 -0.9045 3.6592
H -3.1932 -2.8384 -2.1499
O -0.9961 1.8066 1.4271
H -2.7920 4.2088 -4.0642
H -1.0740 -1.9715 4.0431
C -0.8355 -3.1658 -0.2351
C 4.0600 0.4232 -4.4068
H 3.9358 0.6122 -1.0506
H -3.4002 -1.0792 -2.2045
H -0.2173 -3.9302 3.0205
C 2.7231 0.1765 -4.6619
H -2.1470 4.4621 2.9660
H -3.6668 -1.9753 -0.6906
C 2.1904 0.2378 -2.2830
H 0.0414 -6.4256 -0.4410
C -0.8481 1.8504 -2.6400
C 1.9239 1.7787 0.2192
H 0.2741 -6.1128 1.9988
C -2.8876 -1.3252 2.0735
H -3.1009 -0.5709 2.8334
H 1.9678 2.7521 3.2864
C -0.7187 -2.9964 1.1455

Summary:
**HOMO energy**: -13.6 eV
**Total charge**: +2

No. 5
# C28H41In2N9O24

A molecular structure, C28H41In2N9O24 at a distorted geometry (ωB97M-V/def2-TZVPD, OMol25).

CARTESIAN COORDINATES (ANGSTROEM)
N 4.9506 3.9916 -0.9206
C 4.9947 -2.9960 -0.9938
H 2.4863 4.1245 0.7705
O 2.0161 -2.4849 -5.3409
H -0.5117 0.8926 1.9570
O -5.6101 -0.6236 3.6169
O 2.0250 1.8225 3.0684
H -0.7991 -1.0964 -0.3186
H -0.6987 0.6828 -0.4874
H 3.7023 -3.6085 -2.5385
H -2.1157 -0.1307 0.2807
C 2.6168 -3.2369 -0.6445
H -6.3686 0.0126 -2.3051
H -3.7394 1.4073 2.3610
O 1.3171 -5.2955 4.6642
H -0.1668 4.0079 4.4472
C 3.3582 0.5977 -2.9627
H -5.4633 1.5132 2.0646
H 1.6089 -3.5108 -0.9190
H -2.6209 4.2056 4.9306
H -1.5351 -1.3239 -2.2680
O 3.7536 2.1958 1.6557
H -2.4633 0.8430 -3.0383
H -4.8658 1.7507 3.8055
C 2.5317 1.5946 -2.5645
C -2.2789 3.9257 3.9342
N -4.8840 -0.4783 -0.9640
O -2.9128 -2.6502 4.3223
C 4.4257 2.8592 -1.6538
C 3.0670 2.6723 -1.8682
N 1.6727 -1.3135 -5.6100
H 0.2637 -2.4250 -3.5262
C -5.5134 -0.6630 -2.2893
C -1.9043 3.9574 0.2441
C -1.0342 -0.1387 0.1456
C -0.2744 -0.0565 1.4763
O 5.1866 -1.3350 2.9350
O -4.9179 0.6232 -0.4387
H 2.1206 4.5442 2.4855
C 0.0399 -1.3946 -3.7596
C 5.2983 1.8407 -2.1378
N -2.9609 -1.8513 5.3139
H 2.3478 3.4032 -1.5290
O -3.9443 -1.7763 6.0409
C 3.7273 -3.4042 -1.4783
O 6.1128 4.0577 -0.6538
N -1.0253 4.2547 -0.8849
H -1.8392 4.7650 0.9733
H 1.7719 -2.8748 1.1908
H 3.0203 -0.3551 -3.3427
H -3.5865 -4.1621 -2.5864
O -0.4132 -1.1925 2.3625
H 0.9884 3.6172 1.6396
H -1.1450 -5.8270 -2.2461
O 0.2405 -4.3800 3.0865
N 2.6396 2.4667 2.1582
O 3.0640 -1.3349 3.0056
O -1.9915 -1.1582 5.6099
H -2.8814 3.9980 -0.2373
In -2.1489 -3.7089 1.5054
O -3.8256 -0.8216 2.3643
C -0.8842 3.2954 4.0401
O -1.0538 3.5333 -1.8307
H -1.1466 2.1155 -4.9738
C 4.0001 -2.3083 1.1124
H -0.4380 3.2724 3.0459
In 0.9480 -0.2675 5.0611
C -1.5679 -4.8384 -2.0672
H -4.7483 -0.4998 -3.0483
C -1.0847 -0.8560 -3.1309
O -0.3373 5.2117 -0.8364
O 2.1776 -0.6113 -6.4897
O -0.7627 -4.2944 -1.0970
N 0.7487 -4.3074 4.1962
H 5.3591 -0.0760 -3.2179
C 0.6683 -0.6570 -4.7599
C -1.6109 0.4097 -3.5404
H 0.7547 0.1446 1.1787
C 5.0750 -2.4782 0.3314
O 0.7489 -3.2349 4.7471
H 0.7505 1.1068 -5.9042
C 4.7386 0.7470 -2.8954
O 4.1914 4.8992 -0.6982
O -3.8156 -4.8708 -0.7519
C -4.7175 1.2917 2.8280
H 6.0375 -2.1273 0.6733
C 0.2253 0.6283 -5.0908
O -4.2956 -1.3965 -0.4217
H -1.3287 -4.1833 -2.9049
N 4.1157 -1.6749 2.4943
C 2.0642 3.7769 1.7134
H -1.7098 2.9716 0.6665
C 2.6995 -2.7409 0.6542
H -5.8442 -1.7016 -2.2932
H 5.8218 -3.1061 -1.6795
H -2.3769 4.8591 3.3799
H -3.4190 -5.9232 -2.3895
C -3.1552 -4.9518 -1.9713
N -4.6927 -0.1826 2.9167
H 6.3626 1.9847 -2.0236
O -0.9121 2.1048 4.8198
H -3.0510 3.2557 3.5559
H 1.4772 1.5023 -2.7792
C -0.9200 1.1587 -4.5271

Summary:
**HOMO energy**: -8.3 eV

No. 6
# C28H41IrN2OS2Sb

A molecular structure, C28H41IrN2OS2Sb at a distorted geometry (ωB97M-V/def2-TZVPD, OMol25).

CARTESIAN COORDINATES (ANGSTROEM)
H 1.0086 -3.0654 4.3874
H 1.3134 3.7984 3.7474
C 1.9241 -1.1507 3.9083
H 1.1771 6.0770 -0.0221
C -0.2522 -4.3691 -4.2612
C -0.0592 2.0911 5.5005
H -1.6825 -0.9798 5.7992
C -1.9289 -1.0308 3.6410
H 2.3660 -1.5691 -3.6362
H -1.1675 3.8105 3.5143
C -2.4111 -0.6934 5.0400
H 3.5785 -3.0207 -2.1131
C -0.3876 -3.1309 -4.8718
H -3.7636 -1.0428 2.4939
H 0.8091 1.6219 5.9625
H -0.6124 4.3879 -0.2425
H -2.7013 -3.0252 3.5011
C 0.4300 4.1001 -0.2035
H 4.3277 1.1636 -1.4680
H -1.2378 -2.9326 -5.5106
C 1.7624 -3.5811 -3.1735
H 2.9687 -1.4715 5.7476
H 2.1997 2.2939 3.9687
H -0.0964 3.1263 5.8553
H -0.9804 -5.1472 -4.4427
Sb 0.0761 -0.0371 3.2172
H 2.9064 -0.9455 1.9861
C 2.7750 4.6223 -0.0535
C 1.2409 -2.2813 -0.4461
H 3.9986 -1.0146 3.3749
H 0.4792 -1.1798 -5.1768
H -2.3669 -0.5114 1.5525
H -1.2705 -2.7750 2.5078
C 0.0317 2.0960 3.9872
C 3.0849 3.2965 -0.1521
S -0.4623 -2.2413 -0.1565
H -1.1211 -2.9459 4.2675
H 4.1103 -0.4362 -0.7379
H 3.1060 0.4700 3.0414
C 1.4280 5.0262 -0.0852
H -2.1170 2.3499 3.7569
C 1.6280 -2.3430 -3.8053
C 2.8341 -3.8107 -2.1717
Ir -0.5442 0.0652 0.4957
C -2.8398 -0.4606 2.5628
H 3.5596 5.3595 0.0404
H 1.4248 2.6564 2.4077
C 2.0906 2.2906 -0.2476
O -0.2972 1.9044 -0.3578
C 0.7117 2.7143 -0.2668
N 2.0677 -1.3041 -0.5212
C 0.8129 -4.5986 -3.4104
H 3.3170 -4.7833 -2.2683
H 4.1267 3.0129 -0.1379
C 1.6932 -2.6324 3.6599
H -3.3294 -1.2526 5.2479
C 2.4982 0.9276 -0.3803
C 2.1529 -0.8433 5.3767
H -0.9592 1.5931 5.8602
H 0.9312 -5.5622 -2.9294
H 1.2724 -1.0625 5.9826
H 2.4428 0.1963 5.5325
H 1.3113 -2.8257 2.6541
H 2.6483 -3.1589 3.7568
H 4.5367 0.9473 0.2666
C -1.1863 2.7311 3.3348
H -1.1952 2.5826 2.2513
C 3.9545 0.6249 -0.5977
C 0.5710 -2.1279 -4.6640
H -2.6442 0.3658 5.1505
C 1.3216 2.7338 3.4929
S 1.8943 -3.9099 -0.6054
H -3.1074 0.5782 2.7528
C -1.7270 -2.5266 3.4658
N 1.6150 -0.0614 -0.3186
C 3.0419 -0.6197 3.0193

Summary:
**HOMO energy (alpha / beta)**: -12.8 / -13.6 eV
**Total charge**: +2
**⟨S²⟩**: 8.795
**Spin multiplicity**: 6

We obtain energy values of -5022.89057 -4983.68271 -2685.07415 -2780.22032 -3768.85157 -2416.51275 a.u. for the records listed above, in that order.